(1)
DFT (ωB97M-V/def2-TZVPD) results for a cluster of 2 separate species, CH7N2O in total in a non-equilibrium geometry.

```
11
Properties=species:S:1:pos:R:3:forces:R:3
N -0.3750 1.7778 -1.0356 0.24 1.70 -2.25
H 0.0530 2.4175 -1.8506 0.07 -2.65 2.56
H 0.0143 0.8013 -0.7228 -0.72 2.45 -1.44
H -1.3370 1.8567 -1.4178 0.56 -1.26 1.09
N 1.0503 -0.8360 0.2083 -0.27 0.48 -1.03
C -0.1605 -0.8194 1.0851 -1.24 0.51 -0.37
O -0.6817 -2.0504 1.1270 0.20 0.40 1.35
H 1.5723 -1.6218 0.5920 0.09 0.14 0.15
H 0.6267 -1.2849 -0.6087 0.38 -0.06 -0.12
H 0.2112 -0.1341 1.9417 -0.31 -1.47 0.32
H -0.9735 -0.1067 0.6816 1.00 -0.24 -0.27
```
Forces are in eV/Å.

Computed properties:
2S+1: 1
Kohn-Sham gap (eV): 6.85
Total charge: -1
Lowest unoccupied orbital energy (eV): 4.422
ΔE to the lowest compared entry with this formula, charge and spin (kcal per mole): 34.13

(2)
DFT (ωB97M-V/def2-TZVPD) results for a cluster of 6 separate species, C33H70FN6O7 in total.

```
117
Properties=species:S:1:pos:R:3:forces:R:3
C 0.9116 -1.3579 1.6048 0.45 0.14 -0.16
C 0.3038 -2.1547 0.4339 -0.03 -0.13 0.17
C -1.0295 -1.6395 -0.1318 -0.05 -0.22 -0.16
F -1.6588 -0.7885 0.7928 0.06 -0.08 -0.05
C -0.9600 -0.9115 -1.4938 0.18 0.24 0.00
C -0.0313 0.3396 -1.3223 -0.07 0.01 0.13
C 1.0567 0.6061 -2.3702 0.05 0.22 -0.07
C 2.4066 -0.1038 -2.1414 -0.02 -0.13 -0.11
C 3.6016 0.8470 -2.0478 -0.04 0.00 0.04
C 3.4513 1.9140 -0.9707 0.36 0.12 0.04
O 2.8761 1.3502 0.1944 -0.15 -0.22 -0.11
C 2.0736 2.2387 0.9212 0.02 0.21 0.16
C -0.4508 -1.9555 -2.5184 0.23 -0.13 0.03
C -1.0270 -2.0377 -3.9717 0.06 0.26 -0.04
C -0.0768 -1.4468 -5.0427 -0.01 -0.19 -0.06
C -1.1801 -3.5241 -4.2992 0.15 -0.05 0.00
N -2.3768 -1.3875 -4.0903 -0.02 -0.21 0.22
O -3.3463 -2.1636 -4.3694 -0.21 -0.09 -0.22
C -2.7368 -0.1830 -3.2822 0.37 0.17 -0.07
C -4.2385 0.0532 -3.4030 -0.08 0.09 0.10
C -2.0262 1.0903 -3.7957 -0.25 0.09 0.02
C -2.4049 -0.5114 -1.8239 -0.18 0.02 0.12
H 0.8829 -1.9403 2.5260 -0.17 0.17 -0.05
H 1.9633 -1.1241 1.3936 -0.19 -0.02 0.03
H 0.4075 -0.4029 1.7722 -0.05 -0.22 0.05
H 1.0211 -2.2123 -0.3893 -0.08 -0.01 0.06
H 0.1443 -3.1845 0.7728 0.03 0.15 -0.10
H -1.7058 -2.4972 -0.2589 0.00 0.20 0.05
H -0.6760 1.2243 -1.2557 0.11 -0.15 0.04
H 0.4759 0.2775 -0.3505 -0.13 0.01 -0.19
H 1.2370 1.6919 -2.3777 -0.06 -0.21 -0.05
H 0.6841 0.3659 -3.3662 0.04 0.06 0.03
H 2.3617 -0.7158 -1.2348 0.02 0.13 -0.07
H 2.6138 -0.7915 -2.9705 -0.05 -0.01 0.10
H 4.5167 0.2799 -1.8623 -0.07 0.02 -0.03
H 3.7418 1.3580 -3.0100 0.06 -0.04 0.12
H 2.8263 2.7475 -1.3175 -0.09 -0.05 -0.03
H 4.4466 2.3224 -0.7391 -0.18 0.01 -0.04
H 2.6788 3.0064 1.4264 -0.08 -0.01 -0.04
H 1.3383 2.7422 0.2719 0.09 -0.08 0.09
H 1.5368 1.6618 1.6768 0.07 0.06 -0.05
H -0.6269 -2.9474 -2.0801 -0.01 0.17 -0.06
H 0.6373 -1.8670 -2.6051 -0.19 -0.11 0.02
H -0.2652 -0.4026 -5.2632 0.06 0.05 0.05
H 0.9667 -1.5582 -4.7336 -0.09 -0.01 -0.06
H -0.2047 -1.9869 -5.9884 -0.03 0.08 0.18
H -1.8139 -4.0320 -3.5714 -0.01 0.04 -0.11
H -1.5935 -3.6685 -5.2975 0.00 0.00 0.12
H -0.1804 -3.9759 -4.2648 -0.12 0.08 0.01
H -4.5378 0.0930 -4.4527 0.02 -0.02 0.12
H -4.8166 -0.7217 -2.8988 0.05 0.04 -0.12
H -4.4664 1.0191 -2.9378 0.04 -0.11 -0.03
H -1.8416 1.7832 -2.9680 -0.09 -0.08 -0.16
H -2.6652 1.6038 -4.5240 0.11 -0.14 0.08
H -1.0826 0.8985 -4.2859 0.11 0.00 0.13
H -3.0651 -1.3462 -1.5455 0.06 0.11 -0.03
H -2.6896 0.3453 -1.2029 -0.03 -0.15 -0.02
C -4.2504 -5.8306 3.4270 0.00 -0.04 -0.03
C -3.6958 -5.4237 2.0787 -0.06 0.03 0.11
O -3.3800 -6.2469 1.2341 0.03 -0.02 -0.03
N -3.5678 -4.0941 1.8503 -0.02 0.01 0.05
C -3.8935 -2.9925 2.7376 0.21 0.11 -0.24
H -4.2989 -6.9149 3.4521 0.00 0.00 0.00
H -3.6054 -5.4775 4.2330 0.01 0.00 0.00
H -5.2449 -5.4106 3.5844 0.00 0.01 0.01
H -3.2027 -3.8701 0.9390 0.02 -0.02 -0.02
H -4.6525 -2.3581 2.2782 -0.05 0.02 0.09
H -3.0004 -2.3945 2.9297 -0.01 0.00 0.06
H -4.2875 -3.3557 3.6790 -0.04 -0.04 -0.02
C 7.6713 3.9669 -1.1344 -0.10 0.01 -0.03
C 7.3016 2.9469 -2.1891 0.28 -0.15 0.05
O 6.6763 1.9342 -1.9097 -0.10 0.16 -0.05
N 7.7243 3.1757 -3.4589 -0.05 0.07 -0.04
C 8.5183 4.2821 -3.9609 -0.15 0.00 -0.01
H 7.2758 3.6185 -0.1852 0.00 -0.01 0.00
H 8.7531 4.0790 -1.0530 -0.01 -0.01 -0.01
H 7.2464 4.9441 -1.3691 0.02 0.02 -0.01
H 7.4351 2.4651 -4.1120 0.03 -0.04 0.00
H 7.9690 4.8473 -4.7154 0.00 0.02 0.04
H 9.4533 3.9275 -4.3966 0.01 -0.03 0.02
H 8.7566 4.9620 -3.1503 0.01 0.04 0.00
C 4.1174 5.3095 -4.1369 0.04 0.01 0.02
C 4.7806 6.5027 -3.4839 -0.16 0.00 -0.05
O 5.8064 6.9893 -3.9269 0.18 -0.06 0.00
N 4.1851 7.0305 -2.3812 0.00 0.00 0.09
C 2.9586 6.6152 -1.7356 0.02 0.00 -0.01
H 4.7146 5.0313 -4.9997 0.00 0.01 0.00
H 4.0650 4.4631 -3.4508 -0.01 -0.02 0.03
H 3.1041 5.5472 -4.4639 0.01 0.00 0.01
H 4.6816 7.8175 -1.9945 0.01 0.03 -0.02
H 2.2213 7.4203 -1.7318 0.01 0.00 -0.02
H 3.1373 6.3065 -0.7045 0.02 -0.02 0.01
H 2.5311 5.7727 -2.2674 -0.04 -0.06 -0.01
C -0.6890 -1.0190 6.1792 -0.01 -0.01 -0.04
C -0.2288 -2.3308 5.5819 0.01 0.06 0.08
O -0.4713 -2.6265 4.4256 -0.06 -0.05 -0.04
N 0.4731 -3.1742 6.3853 0.03 -0.06 0.02
C 0.8541 -2.9870 7.7683 -0.01 0.02 -0.02
H -1.2256 -0.4780 5.4060 0.00 0.00 0.00
H -1.3501 -1.1822 7.0312 0.00 0.00 0.01
H 0.1578 -0.4199 6.5158 0.00 0.00 0.01
H 0.7489 -4.0284 5.9270 0.00 -0.01 -0.02
H 1.9389 -3.0014 7.8862 0.01 0.01 -0.02
H 0.4302 -3.7653 8.4053 -0.02 0.00 -0.01
H 0.4912 -2.0278 8.1237 0.01 0.00 0.03
C -7.7419 -0.8090 4.0355 0.01 -0.03 -0.02
C -7.2118 -2.0155 4.7774 -0.05 0.09 -0.01
O -6.7902 -2.9946 4.1877 0.02 -0.08 0.02
N -7.2197 -1.9695 6.1369 0.02 -0.01 0.06
C -7.6784 -0.8986 6.9950 0.00 -0.01 -0.03
H -7.6624 -1.0146 2.9729 0.00 0.00 0.00
H -8.7856 -0.6175 4.2869 0.00 0.01 0.01
H -7.1648 0.0854 4.2729 0.00 0.01 0.00
H -6.8586 -2.8047 6.5698 0.00 -0.02 0.00
H -6.8722 -0.5252 7.6289 0.02 0.00 -0.02
H -8.4957 -1.2284 7.6384 -0.01 -0.01 -0.02
H -8.0397 -0.0725 6.3909 -0.01 0.02 0.02
```
Forces are in eV/Å.

Computed properties:
Expectation value of S²: 0.75
2S+1: 2
Kohn-Sham gap (spin up / spin down) (eV): 7.94 / 9.09
Lowest unoccupied orbital energy (spin up / spin down) (eV): 0.429 / 0.428

(3)
DFT (ωB97M-V/def2-TZVPD) results for a cluster of 6 separate species, C18H38BF5N6O9 in total in a non-equilibrium geometry.

```
77
Properties=species:S:1:pos:R:3:forces:R:3
N -0.2965 -2.9280 -8.9775 0.08 -1.85 -0.64
B -0.0006 -4.3619 -9.3169 1.33 1.33 -0.72
O 1.2284 -4.6159 -10.0572 -1.47 0.01 2.89
O -0.9282 -5.3899 -8.8707 1.68 -0.22 2.47
C -0.2672 -6.3098 -8.0199 3.78 -3.48 -4.00
O 0.5873 -7.0811 -8.5353 -3.84 3.10 2.71
O -0.5208 -6.4857 -6.6226 -0.01 3.40 -1.01
C -0.2821 -5.2994 -5.8711 -2.38 0.04 2.11
F -0.6645 -5.6134 -4.5203 0.86 0.48 -3.43
F -1.1338 -4.2065 -6.2445 2.54 -2.79 0.70
C 1.2768 -4.8622 -5.7864 1.47 1.10 1.76
F 2.1765 -5.8561 -6.2096 -2.45 2.78 0.59
F 1.4416 -3.6295 -6.4562 0.06 -3.24 1.13
F 1.5885 -4.6158 -4.4071 -0.63 -0.53 -3.63
H 0.5729 -2.3788 -8.9559 -0.82 -0.10 -0.53
H -0.9558 -2.5940 -9.6952 0.33 0.34 0.77
H 1.9219 -4.1866 -9.4922 -0.51 -0.39 -1.16
C -0.0427 -2.8402 -2.3567 -0.43 0.25 -0.14
N -0.2803 -1.9079 -1.2764 0.42 0.03 0.54
C 0.5002 -1.6563 -0.1948 -0.46 0.17 -0.16
C 1.7888 -2.4203 -0.0570 0.17 -0.02 0.12
O 0.1450 -0.8234 0.6345 0.19 0.04 0.01
H -0.0218 -2.2782 -3.2928 0.16 -0.20 -0.07
H -0.8731 -3.5497 -2.3843 0.16 -0.16 -0.15
H 0.8933 -3.3813 -2.2372 -0.10 0.14 0.06
H -1.1266 -1.3556 -1.2973 0.13 -0.03 -0.06
H 2.2983 -2.1075 0.8553 -0.19 0.05 -0.10
H 1.5852 -3.4914 0.0109 0.12 0.01 -0.15
H 2.4420 -2.2109 -0.9071 -0.05 -0.17 -0.02
C 2.2394 2.3633 -0.1907 -0.52 -0.50 0.13
N 1.8800 1.3614 -1.1749 0.48 -0.04 -0.92
C 2.2407 1.2951 -2.4817 -0.42 -0.49 0.40
C 3.1292 2.3807 -3.0270 0.09 0.06 -0.22
O 1.8425 0.3669 -3.1815 0.11 0.04 -0.15
H 2.7556 1.8615 0.6315 0.08 0.23 0.09
H 1.3214 2.8144 0.1877 0.55 -0.06 -0.06
H 2.8816 3.1384 -0.6043 -0.11 -0.10 -0.03
H 1.2846 0.5983 -0.8858 -0.06 0.17 0.16
H 3.3286 2.1886 -4.0820 -0.11 -0.09 0.16
H 2.6342 3.3503 -2.9399 0.18 0.01 0.11
H 4.0812 2.3915 -2.4917 -0.08 0.19 0.02
C -1.6440 -4.4028 4.1818 -0.42 -0.23 0.19
N -2.8006 -4.4971 3.3179 0.05 0.14 -0.34
C -2.9357 -4.0567 2.0366 -0.57 -0.19 -0.19
C -1.7569 -3.3781 1.3935 -0.06 0.05 -0.01
O -3.9948 -4.2191 1.4444 0.24 0.06 0.08
H -1.3514 -5.4139 4.4742 0.25 0.12 0.11
H -1.9284 -3.8422 5.0751 0.30 0.01 0.06
H -0.8051 -3.9088 3.6955 -0.16 -0.03 -0.02
H -3.6336 -4.9410 3.6788 0.12 0.06 -0.04
H -2.0188 -3.0854 0.3769 -0.09 -0.11 0.21
H -1.4893 -2.4794 1.9531 0.20 -0.09 -0.08
H -0.9077 -4.0643 1.3475 0.08 0.14 0.08
C -2.0559 5.7794 2.8737 -0.03 0.17 -0.37
N -1.0111 5.4302 1.9348 0.34 -0.28 0.08
C 0.0004 4.5356 2.0949 0.13 0.09 -0.39
C 0.0826 3.7908 3.3982 0.17 -0.09 -0.02
O 0.8093 4.3581 1.1896 -0.31 0.51 0.47
H -3.0204 5.5648 2.4081 -0.10 0.05 0.26
H -1.9893 6.8507 3.0773 -0.19 -0.04 0.20
H -1.9729 5.2264 3.8083 0.08 0.02 -0.10
H -1.0010 5.8903 1.0351 -0.02 -0.06 0.12
H 0.9389 3.1155 3.3764 -0.11 0.13 -0.15
H 0.2171 4.4924 4.2231 -0.25 -0.20 0.07
H -0.8214 3.1974 3.5490 0.03 0.15 0.22
C -0.8608 6.5531 9.3978 -0.30 -0.37 0.19
N -1.2213 5.5514 8.4176 0.18 0.06 -0.46
C -0.8596 5.4835 7.1081 -0.34 -0.53 -0.02
C 0.0300 6.5681 6.5621 0.07 0.06 -0.11
O -1.2583 4.5572 6.4123 0.11 0.26 -0.01
H -0.3444 6.0557 10.2216 0.07 0.28 0.08
H -1.7789 7.0080 9.7761 0.19 0.20 0.12
H -0.2182 7.3259 8.9809 -0.08 -0.14 -0.03
H -1.8176 4.7891 8.7083 0.08 0.10 -0.03
H 0.2296 6.3756 5.5075 -0.09 -0.05 0.17
H -0.4642 7.5383 6.6483 0.17 0.02 0.08
H 0.9820 6.5784 7.0975 -0.07 0.18 0.00
```
Forces are in eV/Å.

Computed properties:
Structure (SMILES): NB(O)OC(=O)OC(F)(F)C(F)(F)F.CNC(C)=O.CNC(C)=O.CNC(C)=O.CNC(C)=O.CNC(C)=O
2S+1: 1
Kohn-Sham gap (eV): 8.73
Lowest unoccupied orbital energy (eV): 0.173